Computed, not measured: a 8-piece molecular cluster, C39H99N5O9S3 overall in a non-equilibrium geometry, with the ωB97M-V functional and the def2-TZVPD basis.

Structure (XYZ):
```
155
Properties=species:S:1:pos:R:3:forces:R:3
C 23.796410 -9.719191 -10.635524 -0.368 1.352 -0.041
C 24.285449 -10.126569 -11.965177 2.238 -2.264 -0.292
O 24.226010 -9.039444 -12.903575 0.789 0.012 -1.984
S 24.899227 -9.347230 -14.432662 0.539 -1.292 0.334
C 23.325232 -9.573065 -15.385482 1.543 0.282 0.245
O 25.586194 -8.150649 -14.938554 -1.465 -1.787 1.278
O 25.656124 -10.620621 -14.371444 -1.672 2.627 -0.020
H 22.724623 -9.593294 -10.788910 -0.106 0.316 0.981
H 24.315548 -8.785897 -10.417437 -0.523 0.454 0.072
H 24.080763 -10.322161 -9.773168 -0.316 -0.651 -0.506
H 25.315037 -10.473538 -11.877701 0.410 0.472 -0.050
H 23.856004 -11.059642 -12.329914 -0.870 0.321 -0.401
H 23.658699 -9.763745 -16.405555 0.016 0.152 -0.004
H 22.828104 -8.605784 -15.312462 -0.208 -0.274 0.032
H 22.762602 -10.442959 -15.046616 0.102 0.315 0.365
C 30.338391 -3.666613 -10.164011 1.024 0.134 0.358
C 30.379878 -3.855542 -8.612167 -0.097 -0.209 -1.220
O 30.749088 -5.230720 -8.341461 1.957 -1.089 0.994
S 32.339235 -5.616648 -7.815525 -1.663 3.597 -2.653
C 32.319276 -4.957312 -6.112248 0.990 -1.284 -0.873
O 32.498405 -7.020346 -7.877682 -0.692 -0.590 0.779
O 33.257352 -4.840400 -8.646857 -1.124 -0.463 1.563
H 30.345392 -2.632232 -10.507686 -0.391 0.240 0.455
H 29.594177 -4.200171 -10.755260 -0.323 -0.139 0.650
H 31.302544 -4.018196 -10.531301 0.122 -0.239 0.076
H 31.079293 -3.154991 -8.155941 0.229 -0.045 -0.144
H 29.423070 -3.707447 -8.111478 -0.092 -0.081 -0.188
H 33.255872 -5.474905 -5.904888 0.240 0.312 0.999
H 31.531174 -5.374360 -5.485316 -0.046 0.054 -0.400
H 32.460143 -3.879922 -6.025755 -0.205 -0.205 -0.416
C 22.500682 -5.130130 -14.356407 -0.496 -0.406 0.994
C 23.944258 -5.271153 -13.967808 2.095 -0.520 -1.232
O 24.239378 -4.885073 -12.620330 1.474 1.419 1.119
S 25.822871 -4.295820 -12.288623 -1.098 -2.683 0.425
C 26.760473 -5.800175 -12.776289 -1.110 1.338 -0.676
O 26.082456 -3.194209 -13.201839 -0.181 -1.058 1.569
O 25.971699 -4.293163 -10.824872 -0.795 1.113 -2.555
H 22.222759 -5.589462 -15.305015 0.520 0.013 -0.149
H 22.081861 -4.123890 -14.343027 0.388 0.074 0.086
H 21.983635 -5.715728 -13.596252 -0.493 0.112 0.049
H 24.354283 -6.274296 -14.084773 -1.021 -0.738 0.322
H 24.666703 -4.853689 -14.669157 -0.294 1.342 -0.109
H 27.789747 -5.446112 -12.718597 0.059 -0.615 -0.017
H 26.414125 -6.012476 -13.787757 0.627 0.108 -0.191
H 26.457142 -6.678102 -12.205899 0.269 0.483 0.571
C 30.244560 -2.141895 -17.448819 -0.061 -0.272 -0.103
C 29.124238 -2.767252 -16.622608 1.172 -1.569 0.948
N 29.421753 -4.191245 -16.143268 -0.229 -1.036 0.661
C 30.540252 -4.498275 -15.149063 -0.556 1.880 -2.008
C 30.528882 -3.571376 -13.883359 0.658 -1.782 -1.309
C 28.208493 -4.899807 -15.631919 0.995 3.098 -0.414
C 27.286433 -5.173948 -16.773158 -0.726 -1.239 0.162
H 29.826664 -1.168974 -17.707461 0.590 0.244 -0.233
H 30.497924 -2.693080 -18.354418 -0.617 -0.141 -0.198
H 31.233404 -2.063462 -16.997002 -0.261 0.346 0.677
H 28.858315 -2.099541 -15.803128 0.209 0.103 0.525
H 28.228486 -2.722681 -17.242081 0.029 -0.711 -0.043
H 30.610079 -5.580722 -15.041691 -0.666 0.045 0.526
H 31.408235 -4.320230 -15.783904 0.599 0.409 0.540
H 29.513274 -3.411972 -13.521093 0.091 0.432 -0.147
H 31.091538 -4.077072 -13.098636 0.147 0.275 0.139
H 31.083634 -2.714225 -14.264983 -0.488 0.511 0.795
H 27.753916 -4.206186 -14.924573 -0.675 0.294 0.158
H 28.455870 -5.719850 -14.957801 0.232 -0.540 -0.857
H 27.679157 -6.017153 -17.341363 -0.340 -0.302 0.085
H 27.081422 -4.419333 -17.532520 0.362 0.492 0.529
H 26.339129 -5.387093 -16.277902 -0.435 -0.552 -0.569
C 15.716927 -2.402812 -16.005700 0.780 0.255 -0.178
C 17.183941 -2.212289 -16.717888 -3.292 -0.406 1.687
N 18.026590 -1.354068 -15.883883 -0.606 -0.234 0.222
C 17.404121 -0.033389 -15.586895 0.952 -1.044 0.942
C 17.259709 0.945325 -16.713078 0.224 0.600 0.156
C 19.411424 -1.269292 -16.350333 0.492 -1.017 0.400
C 20.220422 -2.633282 -16.229717 -1.230 1.224 -0.773
H 15.074948 -3.176333 -16.427170 0.413 -0.130 -0.694
H 15.093854 -1.508553 -16.019087 0.248 0.196 -0.085
H 15.779917 -2.721170 -14.965135 0.536 0.239 0.140
H 17.453496 -3.264335 -16.810822 1.006 0.311 0.041
H 16.918235 -1.846606 -17.709744 0.493 0.304 -0.373
H 16.469539 -0.063679 -15.026772 -0.257 -1.026 -0.404
H 18.025501 0.367420 -14.786055 0.469 0.383 -0.235
H 16.508609 1.642181 -16.341140 0.004 0.366 -0.545
H 18.203040 1.476997 -16.837784 -0.083 0.126 -0.345
H 16.951864 0.521956 -17.669164 -0.112 -0.055 0.123
H 20.041986 -0.573768 -15.796511 -0.635 0.360 0.517
H 19.418242 -0.857144 -17.359387 0.328 -0.369 -0.558
H 21.215496 -2.410894 -16.615037 -0.013 -0.325 -0.046
H 19.721374 -3.388927 -16.836390 0.299 -0.116 -0.128
H 20.276148 -3.026774 -15.214755 -0.100 0.385 0.099
C 24.496469 1.663127 -17.494425 -0.331 -1.012 0.152
C 24.985356 0.425911 -16.739137 0.247 -0.894 0.613
N 24.094985 -0.790398 -16.875263 0.064 0.585 1.390
C 23.798997 -1.493747 -15.556287 -0.080 2.502 -0.678
C 23.054952 -0.540555 -14.577139 -0.018 -1.002 -1.475
C 24.702582 -1.760263 -17.746472 -0.986 -0.361 -0.946
C 23.661102 -2.757862 -18.218028 -0.482 -0.170 -1.401
H 23.573626 2.075835 -17.086831 -0.100 -0.205 -0.040
H 24.312979 1.214795 -18.470859 -0.241 0.778 -0.402
H 25.218455 2.478456 -17.540127 0.207 -0.262 -0.074
H 25.951547 0.137799 -17.153321 0.225 0.075 -0.192
H 25.234861 0.609699 -15.694116 -0.367 0.134 0.191
H 23.076352 -2.291457 -15.728194 0.667 -0.291 -0.232
H 24.780449 -1.795774 -15.190725 -0.195 -0.641 0.533
H 22.500319 -1.199836 -13.909435 0.539 0.420 0.901
H 23.705406 0.243596 -14.189706 -0.356 -0.283 0.516
H 22.245210 -0.104705 -15.162330 0.113 0.438 -0.137
H 25.520511 -2.341957 -17.321371 0.520 0.155 0.433
H 25.070331 -1.245740 -18.634235 0.167 0.052 -0.009
H 23.972472 -3.226238 -19.151720 0.652 -0.653 0.264
H 22.785809 -2.266482 -18.642888 -0.320 0.477 0.683
H 23.333886 -3.514029 -17.504417 0.191 0.056 -0.008
C 29.114473 -10.042890 -14.641480 -1.804 -0.634 -0.101
C 29.068561 -10.379423 -13.179922 2.859 0.269 0.928
N 30.159532 -9.631814 -12.471143 -2.175 1.177 2.508
C 31.518845 -10.015586 -12.586075 -0.453 -2.113 0.273
C 31.629750 -11.505548 -12.194539 1.545 -0.084 -0.916
C 29.991848 -8.181431 -12.429893 0.463 0.644 -0.936
C 30.695539 -7.284945 -11.360592 -0.155 -1.027 0.211
H 28.516213 -9.140383 -14.766630 0.570 0.351 -0.558
H 28.517147 -10.829492 -15.102520 0.082 0.018 -0.611
H 30.118504 -10.045383 -15.065749 -0.150 0.290 0.076
H 28.110956 -10.218396 -12.684778 0.024 0.301 -0.165
H 29.327901 -11.427999 -13.033840 -0.309 -0.001 0.008
H 32.144954 -9.503234 -11.855610 -0.125 0.382 -0.317
H 31.870351 -9.841287 -13.603007 0.630 0.047 -0.317
H 32.637046 -11.861950 -12.410005 0.532 0.300 0.264
H 31.114220 -12.193336 -12.864818 -0.750 0.160 0.441
H 31.484305 -11.664104 -11.125984 -0.530 -0.071 -0.224
H 30.436415 -7.835249 -13.362972 0.139 0.499 -0.591
H 28.947245 -7.891884 -12.544278 -0.235 -0.300 0.318
H 30.947792 -6.313526 -11.785815 -0.020 -0.069 -0.164
H 30.148713 -7.087178 -10.438648 -0.342 -0.225 -0.088
H 31.621744 -7.757290 -11.033283 0.119 0.156 -0.074
C 24.926952 -7.019430 -8.102124 -0.598 1.038 0.544
C 25.368135 -6.193438 -6.836509 0.858 -1.828 -1.671
N 24.651014 -5.023082 -6.533988 -1.999 2.949 -0.665
C 24.624455 -3.983476 -7.627834 2.651 0.251 0.291
C 25.993559 -3.262112 -7.580411 0.409 -0.100 -0.769
C 23.269249 -5.214938 -6.060508 1.515 -0.738 0.782
C 23.344975 -5.818498 -4.655486 -0.346 -0.199 0.190
H 25.503716 -7.943533 -8.140730 -0.181 0.020 -0.227
H 25.020684 -6.413501 -9.003322 0.671 -0.139 -0.139
H 23.849439 -7.183935 -8.100641 -0.064 -0.639 0.324
H 25.412829 -6.893091 -6.001896 -0.324 0.224 0.310
H 26.416748 -5.983222 -7.047072 0.135 0.462 0.231
H 24.525742 -4.392931 -8.633174 -0.295 -0.177 -0.024
H 23.943972 -3.135547 -7.549900 -0.794 -0.767 0.730
H 26.089211 -2.407550 -8.250229 -0.585 0.185 -0.134
H 26.246471 -2.895938 -6.585390 -0.075 -0.312 0.089
H 26.776766 -3.903188 -7.985021 0.198 -0.297 0.449
H 22.770782 -5.910623 -6.735527 -0.705 0.221 -0.071
H 22.809609 -4.227320 -6.022249 -0.167 -0.272 -0.161
H 24.248136 -5.501213 -4.134207 -0.033 0.308 -0.101
H 23.393523 -6.907344 -4.667265 -0.171 -0.063 -0.087
H 22.483546 -5.522605 -4.056736 -0.053 -0.120 0.045
```
Forces are in eV/Å.

Its LUMO energy is 0.1430 eV. The highest occupied orbital energy is -7.482 eV. As for the SMILES: CCOS(C)(=O)=O.CCOS(C)(=O)=O.CCOS(C)(=O)=O.CCN(CC)CC.CCN(CC)CC.CCN(CC)CC.CCN(CC)CC.CCN(CC)CC. Its electronic energy is -100423.87618 eV.